{
  "formula": "C20H23CoN5O5",
  "method": "ωB97M-V/def2-TZVPD",
  "species": ["Co", "C", "C", "N", "C", "C", "C", "C", "C", "C", "C", "N", "C", "C", "N", "N", "H", "H", "H", "H", "H", "H", "H", "H", "H", "H", "H", "H", "H", "H", "H", "H", "H", "H", "O", "C", "O", "C", "C", "C", "C", "O", "C", "O", "C", "C", "H", "H", "H", "H", "H", "O", "C", "N"],
  "xyz": [[-0.4626, 0.8967, -0.4245], [1.1475, 0.7011, 2.0585], [2.2458, 1.3783, 1.2526], [1.8992, 1.2969, -0.1655], [2.1681, 2.4673, -0.9878], [0.9647, 3.3789, -1.0146], [1.0374, 4.7368, -1.2805], [-0.1319, 5.4782, -1.3323], [-1.3533, 4.8534, -1.1191], [-1.3581, 3.4960, -0.8670], [-2.5982, 2.6645, -0.7028], [-2.2635, 1.4428, 0.0697], [-2.4625, 1.5820, 1.5380], [-1.3504, 0.8318, 2.2433], [-0.1180, 1.2616, 1.5706], [-0.2189, 2.7962, -0.8045], [1.2747, 0.8798, 3.1293], [1.1305, -0.3760, 1.8880], [3.2167, 0.9288, 1.4693], [2.3083, 2.4317, 1.5439], [2.2633, 0.4569, -0.5973], [2.3534, 2.1310, -2.0106], [3.0503, 3.0306, -0.6681], [2.0007, 5.1996, -1.4452], [-0.0936, 6.5393, -1.5387], [-2.2826, 5.4046, -1.1554], [-2.9336, 2.3506, -1.6906], [-3.3997, 3.2256, -0.2205], [-2.7934, 0.6623, -0.3117], [-3.4509, 1.2303, 1.8308], [-2.4054, 2.6465, 1.7773], [-1.4537, -0.2396, 2.0855], [-1.3347, 1.0327, 3.3168], [-0.0472, 2.2763, 1.6376], [1.1331, -1.0630, -1.0923], [0.2433, -1.6118, -0.4375], [-0.7227, -0.9040, 0.0958], [0.2650, -3.0567, -0.1292], [-0.6581, -3.6120, 0.7471], [-0.6391, -4.9732, 1.0523], [0.3293, -5.7284, 0.4372], [0.5545, -7.0586, 0.5623], [1.6441, -7.3716, -0.3136], [2.0898, -6.1488, -0.8995], [1.2522, -5.1750, -0.4437], [1.2520, -3.8436, -0.7481], [-1.4109, -2.9754, 1.1903], [-1.3516, -5.4195, 1.7308], [1.2938, -8.0463, -1.0958], [2.4537, -7.8149, 0.2655], [1.9594, -3.4042, -1.4361], [-1.6742, -1.2104, -3.5455], [-1.3970, -0.3059, -2.8523], [-1.1648, 0.6498, -2.1624]],
  "nbo_charge": [1.25, -0.23, -0.23, -0.65, -0.26, 0.25, -0.23, -0.11, -0.23, 0.23, -0.27, -0.52, -0.24, -0.24, -0.57, -0.45, 0.21, 0.23, 0.23, 0.19, 0.45, 0.25, 0.21, 0.24, 0.24, 0.24, 0.28, 0.22, 0.44, 0.24, 0.20, 0.25, 0.22, 0.38, -0.70, 0.79, -0.74, -0.20, -0.16, -0.27, 0.27, -0.47, 0.23, -0.48, 0.29, -0.22, 0.22, 0.24, 0.17, 0.17, 0.25, -0.54, 0.82, -0.88],
  "charge": 1,
  "multiplicity": 1,
  "de_lowest_kcal_mol": 20.3,
  "gap_ev": 6.661,
  "lumo_energy_ev": -3.56
}

=====

{
  "formula": "C20H23CoN5O5",
  "method": "ωB97M-V/def2-TZVPD",
  "species": ["Co", "C", "C", "N", "C", "C", "C", "C", "C", "C", "C", "N", "C", "C", "N", "N", "H", "H", "H", "H", "H", "H", "H", "H", "H", "H", "H", "H", "H", "H", "H", "H", "H", "H", "O", "C", "O", "C", "C", "C", "C", "O", "C", "O", "C", "C", "H", "H", "H", "H", "H", "O", "C", "N"],
  "xyz": [[0.7506, -0.4350, 0.7406], [-0.5424, 0.7203, 3.1154], [-1.4890, 1.2294, 2.0381], [-0.9273, 1.0297, 0.6759], [-1.9338, 0.5942, -0.3083], [-2.0023, -0.9172, -0.3385], [-3.0954, -1.6462, -0.7729], [-2.9991, -3.0310, -0.7872], [-1.8279, -3.6546, -0.3775], [-0.7724, -2.8623, 0.0376], [0.5922, -3.3873, 0.4254], [1.2618, -2.4642, 1.3570], [1.0013, -2.7059, 2.7920], [0.8259, -1.3719, 3.5027], [-0.1594, -0.6345, 2.7083], [-0.8908, -1.5338, 0.0571], [-1.0407, 0.7372, 4.0885], [0.3610, 1.3237, 3.1716], [-1.7480, 2.2753, 2.2057], [-2.4188, 0.6567, 2.0917], [-0.4778, 1.8800, 0.3533], [-1.6410, 0.9564, -1.2965], [-2.9182, 1.0154, -0.0914], [-3.9993, -1.1443, -1.0903], [-3.8400, -3.6264, -1.1172], [-1.7353, -4.7319, -0.3863], [1.1988, -3.4354, -0.4795], [0.5157, -4.3947, 0.8396], [2.2575, -2.4609, 1.1582], [1.7970, -3.2965, 3.2463], [0.0773, -3.2844, 2.8768], [1.7549, -0.7996, 3.5024], [0.5071, -1.5205, 4.5375], [-1.0023, -1.1989, 2.6271], [3.7843, -0.3211, -1.3825], [2.5976, -0.1248, -1.3918], [1.7287, -0.9363, -0.7712], [1.9515, 1.0583, -2.0351], [2.7192, 2.1718, -2.3347], [2.1436, 3.3280, -2.8706], [0.7892, 3.3021, -3.0884], [-0.0063, 4.2906, -3.5832], [-1.3075, 3.7241, -3.7290], [-1.2960, 2.4411, -3.0870], [0.0184, 2.1876, -2.7955], [0.5635, 1.0502, -2.2687], [3.7813, 2.1342, -2.1359], [2.7331, 4.2044, -3.0984], [-1.5351, 3.5968, -4.7890], [-2.0382, 4.3654, -3.2391], [-0.0245, 0.1631, -2.0723], [3.3413, 2.7684, 1.0055], [2.6643, 1.8328, 1.1840], [1.9514, 0.8823, 1.3797]],
  "nbo_charge": [1.71, -0.24, -0.23, -0.66, -0.27, 0.23, -0.24, -0.11, -0.24, 0.24, -0.27, -0.65, -0.23, -0.24, -0.65, -0.55, 0.21, 0.24, 0.23, 0.20, 0.42, 0.26, 0.22, 0.24, 0.24, 0.24, 0.27, 0.22, 0.43, 0.23, 0.20, 0.23, 0.21, 0.38, -0.56, 0.78, -0.84, -0.19, -0.14, -0.24, 0.24, -0.46, 0.23, -0.51, 0.27, -0.30, 0.25, 0.25, 0.17, 0.17, 0.22, -0.51, 0.84, -0.97],
  "charge": 1,
  "multiplicity": 5,
  "de_lowest_kcal_mol": 11.3,
  "gap_ev": [7.738, 5.858],
  "lumo_energy_ev": [-3.01, -4.88]
}

=====

{
  "formula": "C20H23CrN3O2",
  "method": "ωB97M-V/def2-TZVPD",
  "species": ["Cr", "O", "C", "C", "C", "C", "C", "C", "C", "N", "C", "C", "N", "C", "C", "C", "C", "C", "C", "C", "O", "H", "H", "H", "H", "H", "H", "H", "H", "H", "H", "H", "H", "H", "H", "C", "C", "C", "C", "N", "H", "H", "H", "H", "H", "H", "H", "H", "H"],
  "xyz": [[0.0618, -0.2624, -0.1069], [-0.1620, -0.3934, 1.9047], [-0.9959, -0.9940, 2.6644], [-0.9464, -0.7567, 4.0695], [-1.7986, -1.3800, 4.9436], [-2.7671, -2.2910, 4.4954], [-2.8424, -2.5423, 3.1464], [-1.9897, -1.9221, 2.2184], [-2.1631, -2.2594, 0.8294], [-1.4963, -1.7827, -0.1493], [-1.8330, -2.2077, -1.5068], [-0.6714, -1.7888, -2.4108], [-0.3257, -0.4448, -2.0540], [-0.6555, 0.5779, -2.8729], [-0.8598, 1.9039, -2.4405], [-0.9581, 2.9622, -3.3785], [-1.1857, 4.2695, -2.9985], [-1.3213, 4.5824, -1.6474], [-1.2337, 3.5665, -0.6968], [-1.0185, 2.2355, -1.0482], [-1.0211, 1.3074, -0.0990], [-0.2030, -0.0512, 4.4186], [-1.7226, -1.1616, 6.0035], [-3.4353, -2.7760, 5.1943], [-3.5825, -3.2399, 2.7651], [-2.9513, -2.9962, 0.6271], [-2.7280, -1.6644, -1.8270], [-2.0366, -3.2856, -1.5370], [-0.9662, -1.8707, -3.4649], [0.1761, -2.4681, -2.2455], [-0.6983, 0.3755, -3.9464], [-0.8454, 2.7186, -4.4310], [-1.2531, 5.0458, -3.7526], [-1.4945, 5.6047, -1.3320], [-1.3507, 3.7813, 0.3593], [3.4176, 1.3141, -0.5350], [3.1363, -0.1008, -0.0179], [3.9183, -1.1320, -0.8397], [3.5108, -0.2097, 1.4651], [1.7430, -0.3836, -0.1274], [4.4825, 1.5547, -0.4687], [2.8521, 2.0419, 0.0478], [3.1004, 1.4004, -1.5753], [4.9935, -0.9423, -0.7833], [3.6095, -1.0854, -1.8852], [3.7162, -2.1373, -0.4674], [4.5738, 0.0031, 1.6074], [3.2967, -1.2132, 1.8347], [2.9242, 0.4980, 2.0512]],
  "nbo_charge": [1.16, -0.72, 0.51, -0.31, -0.18, -0.32, -0.14, -0.29, 0.20, -0.49, -0.24, -0.21, -0.59, -0.04, -0.20, -0.22, -0.27, -0.27, -0.32, 0.41, -0.76, 0.21, 0.20, 0.20, 0.19, 0.15, 0.20, 0.17, 0.18, 0.18, 0.15, 0.18, 0.19, 0.19, 0.20, -0.61, 0.04, -0.60, -0.60, -0.42, 0.19, 0.22, 0.22, 0.19, 0.21, 0.21, 0.19, 0.21, 0.22],
  "charge": -1,
  "multiplicity": 4,
  "de_lowest_kcal_mol": 20.6,
  "gap_ev": [4.463, 7.166],
  "lumo_energy_ev": [2.99, 2.97]
}

=====

{
  "formula": "C20H23IN8O6",
  "method": "ωB97M-V/def2-TZVPD",
  "species": ["O", "N", "O", "C", "C", "C", "C", "O", "I", "C", "O", "O", "C", "O", "H", "H", "C", "C", "N", "H", "H", "H", "C", "C", "N", "H", "H", "H", "C", "C", "N", "H", "H", "H", "C", "C", "N", "H", "H", "H", "C", "C", "N", "H", "H", "H", "C", "C", "N", "H", "H", "H", "C", "C", "N", "H", "H", "H"],
  "xyz": [[-2.7169, 2.8510, 4.6245], [-1.7622, 3.2943, 3.9603], [-0.8031, 2.3736, 3.8609], [-0.8509, 1.5458, 2.6756], [-1.7530, 1.3478, 1.5254], [-3.1292, 2.1970, 1.2752], [-3.7831, 2.0129, -0.2269], [-4.1917, 0.8517, -0.7619], [-4.0575, 3.8391, -1.4719], [-1.0379, 0.1336, 0.6594], [-1.4725, -0.5609, -0.3934], [0.3204, -0.2216, 1.1756], [0.4243, 0.5047, 2.4715], [1.4858, 0.2811, 3.2577], [-2.8249, 3.3492, 1.3516], [-3.9194, 2.0363, 2.1539], [-3.9742, 0.2857, 6.9134], [-4.0389, 0.2117, 5.3966], [-4.0925, 0.1503, 4.1383], [-4.6485, 1.0659, 7.2776], [-4.2721, -0.6731, 7.3465], [-2.9546, 0.5191, 7.2321], [0.7549, -2.3510, -1.8715], [0.6903, -2.4250, -3.3884], [0.6367, -2.4864, -4.6467], [0.0807, -1.5708, -1.5073], [0.4571, -3.3098, -1.4385], [1.7745, -2.1176, -1.5528], [2.1621, 1.1109, -3.3842], [1.8050, 2.1995, -2.3853], [1.5088, 3.1026, -1.5566], [1.2799, 0.8387, -3.9702], [2.9431, 1.4677, -4.0611], [2.5259, 0.2252, -2.8561], [3.9533, -2.5351, 3.3667], [3.8886, -2.6091, 1.8499], [3.8350, -2.6705, 0.5915], [3.2791, -1.7550, 3.7309], [3.6555, -3.4939, 3.7997], [4.9729, -2.3018, 3.6854], [-1.2859, -1.2612, -6.9591], [-1.6769, -0.5162, -8.2251], [-2.0012, 0.1018, -9.2753], [-0.2240, -1.1066, -6.7486], [-1.8738, -0.8936, -6.1137], [-1.4721, -2.3314, -7.0838], [-3.4539, 2.6341, -7.1577], [-3.7338, 2.9713, -5.7023], [-3.9661, 3.2511, -4.4949], [-2.5777, 1.9834, -7.2278], [-4.3149, 2.1201, -7.5936], [-3.2628, 3.5506, -7.7226], [7.7451, -3.1217, 5.8515], [6.4181, -2.3992, 6.0176], [5.3172, -1.7999, 6.1553], [8.5660, -2.4695, 6.1624], [7.7565, -4.0262, 6.4658], [7.8891, -3.4007, 4.8041]],
  "nbo_charge": [-0.23, 0.39, -0.35, 0.23, -0.10, -0.56, 0.41, -0.51, 0.15, 0.77, -0.52, -0.49, 0.74, -0.52, 0.27, 0.31, -0.72, 0.32, -0.38, 0.26, 0.26, 0.26, -0.74, 0.33, -0.41, 0.29, 0.26, 0.27, -0.71, 0.29, -0.35, 0.26, 0.26, 0.26, -0.72, 0.31, -0.38, 0.28, 0.25, 0.26, -0.72, 0.29, -0.37, 0.27, 0.26, 0.26, -0.71, 0.31, -0.39, 0.26, 0.26, 0.26, -0.71, 0.29, -0.35, 0.26, 0.26, 0.26],
  "multiplicity": 1,
  "smiles": "O=NOC1=C(CC(=O)I)C(=O)OC1=O.CC#N.CC#N.CC#N.CC#N.CC#N.CC#N.CC#N",
  "gap_ev": 7.414,
  "lumo_energy_ev": -1.91
}